The following is a quantum chemistry calculation of the molecule C28H35N3O7 in a non-equilibrium geometry, from the OMol25 dataset.

Geometry as XYZ:
```
73
C28H35N3O7 ωB97M-V with the def2-TZVPD basis set
C 3.81 0.30 -3.73
C 4.33 1.50 -2.94
O 3.30 2.16 -2.22
C 2.79 1.58 -1.09
C 3.31 0.47 -0.44
C 2.73 -0.06 0.71
C 1.63 0.62 1.27
C 1.13 1.74 0.64
C 1.65 2.20 -0.56
N 1.08 3.28 -1.25
C -0.24 3.56 -1.42
O -0.60 4.58 -1.97
C -1.20 2.54 -0.90
C -1.05 1.19 -1.19
C -1.90 0.26 -0.62
C -2.91 0.67 0.24
C -3.12 2.04 0.47
C -2.26 2.96 -0.10
H -2.37 4.02 0.07
O -4.17 2.35 1.28
C -4.45 3.71 1.51
H -3.63 4.21 2.04
H -5.34 3.73 2.14
H -4.65 4.25 0.58
O -3.76 -0.17 0.91
C -3.47 -1.55 0.91
C -3.72 -2.24 -0.40
C -4.70 -1.99 -1.33
O -4.55 -2.84 -2.35
N -3.49 -3.66 -2.12
C -2.98 -3.32 -0.96
C -1.80 -4.01 -0.39
H -2.06 -4.48 0.55
H -1.45 -4.76 -1.09
H -1.00 -3.29 -0.21
C -5.79 -0.99 -1.38
H -5.79 -0.40 -0.47
H -5.65 -0.32 -2.23
H -6.75 -1.49 -1.50
H -2.43 -1.73 1.22
H -4.14 -1.97 1.67
H -1.77 -0.78 -0.85
H -0.27 0.86 -1.86
H 1.72 3.86 -1.76
H 0.30 2.28 1.06
O 1.10 0.11 2.43
C 0.03 0.76 3.07
C 0.47 1.99 3.87
H 0.90 2.75 3.21
H 1.22 1.71 4.60
H -0.39 2.42 4.38
H -0.37 0.01 3.76
H -0.76 1.02 2.35
N 3.26 -1.18 1.36
C 2.38 -2.29 1.68
C 2.35 -3.30 0.52
H 1.75 -4.17 0.78
O 3.64 -3.78 0.23
C 4.52 -2.73 -0.10
C 4.57 -1.68 1.02
H 5.24 -0.86 0.76
H 4.96 -2.17 1.92
H 5.50 -3.19 -0.26
H 4.18 -2.26 -1.04
H 1.92 -2.81 -0.37
H 1.38 -1.93 1.90
H 2.78 -2.79 2.57
H 4.17 -0.02 -0.86
H 4.70 2.27 -3.63
H 5.15 1.22 -2.28
H 4.63 -0.14 -4.30
H 3.03 0.62 -4.42
H 3.40 -0.45 -3.07
```

Output
ΔE to the lowest compared entry with this formula, charge and spin in eV: 0.257
F_max in hartree/bohr: 0.0241
DFT total energy in eV: -48404.5509
LUMO level in eV: 0.58
Orbital gap in eV: 7.81

The following is a quantum chemistry calculation of a cluster of 2 separate species, C4H15N3O in total in a non-equilibrium geometry, from the OMol25 dataset.

Geometry as XYZ:
```
23
C4H15N3O ωB97M-V with the def2-TZVPD basis set
C -1.51 -0.57 -1.16
N -1.23 -0.64 0.30
C -0.02 -1.41 0.59
C 0.38 -1.22 2.04
N 1.32 -0.06 2.16
C -1.62 0.88 -1.61
N -0.42 1.76 -1.67
H -2.51 -0.97 -1.26
H -0.69 -1.14 -1.58
H -1.41 0.20 0.82
H 0.85 -1.14 0.00
H -0.38 -2.44 0.49
H -0.51 -1.05 2.65
H 0.82 -2.09 2.54
H 0.91 0.64 2.75
H 2.19 -0.36 2.59
H -2.26 1.38 -0.89
H -2.07 0.99 -2.60
H 0.19 1.35 -2.37
H 0.14 1.67 -0.83
H 3.16 1.18 -0.57
H 1.92 0.53 0.11
O 2.25 0.93 -0.71
```

Output
ΔE to the lowest compared entry with this formula, charge and spin in eV: 1.277
F_max in hartree/bohr: 0.0416
DFT total energy in eV: -10908.2629
LUMO level in eV: 0.78
Orbital gap in eV: 9.10

The following is a quantum chemistry calculation of a structure of composition C24H20FeN9OS2 in a non-equilibrium geometry, from the OMol25 dataset.

Geometry as XYZ:
```
57
C24H20FeN9OS2 ωB97M-V with the def2-TZVPD basis set
Fe 0.06 -0.48 0.27
O 3.65 1.11 1.13
C 2.67 0.49 0.73
N 1.42 0.55 1.18
C 1.09 1.46 2.24
C -0.41 1.59 2.29
C -1.02 2.56 3.08
C -2.39 2.64 3.14
C -3.15 1.74 2.40
C -2.48 0.81 1.63
N -1.15 0.73 1.55
C 2.77 -0.43 -0.47
C 3.98 -0.55 -1.13
C 4.04 -1.32 -2.28
C 2.88 -1.94 -2.72
C 1.71 -1.78 -1.99
N 1.64 -1.04 -0.89
H 1.45 1.09 3.21
H 1.58 2.43 2.13
H -0.39 3.24 3.65
H -2.88 3.38 3.76
H -4.23 1.75 2.42
H -3.03 0.08 1.04
H 4.83 -0.02 -0.73
H 4.96 -1.44 -2.82
H 2.87 -2.56 -3.61
H 0.81 -2.28 -2.31
N 0.64 -1.44 3.73
C 0.25 -2.36 2.84
N -0.10 -2.11 1.60
C -0.53 -3.26 0.97
C -0.45 -4.40 1.70
S 0.15 -4.04 3.28
C -1.11 -3.11 -0.35
C -1.64 -4.09 -1.11
S -2.20 -3.47 -2.60
C -1.67 -1.89 -2.11
N -1.15 -1.82 -0.91
N -1.71 -0.89 -3.02
H 0.57 -0.47 3.50
H 0.90 -1.70 4.67
H -0.72 -5.40 1.42
H -1.73 -5.14 -0.87
H -2.28 -0.99 -3.84
H -1.44 0.04 -2.76
N -1.18 5.85 -3.54
C -0.98 4.86 -3.00
C -0.73 3.62 -2.32
C 0.57 3.20 -2.05
C 0.75 2.00 -1.39
N -0.25 1.20 -1.01
C -1.50 1.63 -1.27
C -1.79 2.81 -1.92
H 1.42 3.80 -2.33
H 1.75 1.67 -1.16
H -2.30 0.98 -0.95
H -2.81 3.10 -2.10
```

Output
ΔE to the lowest compared entry with this formula, charge and spin in eV: 0.095
Net charge: +1
F_max in hartree/bohr: 0.0215
DFT total energy in eV: -96726.3150
LUMO level in eV: -3.25
Orbital gap in eV: 7.41

The following is a quantum chemistry calculation of the molecule C4H6N2 in a non-equilibrium geometry, from the OMol25 dataset.

Geometry as XYZ:
```
12
C4H6N2 ωB97M-V with the def2-TZVPD basis set
C 1.42 -0.23 0.21
C -0.02 0.23 0.10
C -1.01 -0.76 -0.42
N -0.97 -0.44 1.00
C -0.18 1.61 -0.34
N -0.24 2.69 -0.75
H 1.85 -0.28 -0.80
H 1.43 -1.22 0.66
H 2.04 0.44 0.82
H -1.83 -0.36 -1.01
H -0.66 -1.75 -0.69
H -1.81 0.09 1.21
```

Output
ΔE to the lowest compared entry with this formula, charge and spin in eV: 1.583
F_max in hartree/bohr: 0.0229
DFT total energy in eV: -7224.0081
LUMO level in eV: 0.92
Orbital gap in eV: 11.16

The following is a quantum chemistry calculation of the molecule C4H9NO2 in a non-equilibrium geometry, from the OMol25 dataset.

Geometry as XYZ:
```
16
C4H9NO2 ωB97M-V with the def2-TZVPD basis set
O -1.62 2.04 0.04
C -1.05 1.34 -0.74
O -0.86 1.76 -2.03
C -0.27 0.07 -0.42
C -0.21 -0.23 1.06
C 0.58 -1.47 1.52
N 1.08 -0.05 -1.06
H -0.61 1.05 -2.62
H -1.00 -0.66 -0.85
H -1.21 -0.17 1.48
H 0.25 0.65 1.57
H 1.13 -1.73 0.62
H 1.29 -1.22 2.30
H -0.09 -2.26 1.89
H 1.63 0.74 -0.73
H 0.94 0.13 -2.04
```

Output
ΔE to the lowest compared entry with this formula, charge and spin in eV: 1.250
F_max in hartree/bohr: 0.0427
DFT total energy in eV: -9878.8110
LUMO level in eV: 0.46
Orbital gap in eV: 10.45

The following is a quantum chemistry calculation of a structure of composition C25H55CrNO2Si2 in a non-equilibrium geometry, from the OMol25 dataset.

Geometry as XYZ:
```
86
C25H55CrNO2Si2 ωB97M-V with the def2-TZVPD basis set
O 1.65 -1.05 -4.41
O -0.50 -2.62 -4.72
C 1.89 0.32 -4.68
C 2.66 1.11 -3.63
H 0.90 0.77 -4.84
H 2.42 0.36 -5.64
H 2.25 0.96 -2.63
H 2.60 2.17 -3.88
H 3.71 0.83 -3.64
C 2.39 -1.69 -3.36
C 2.68 -3.10 -3.79
H 1.78 -1.69 -2.44
H 3.34 -1.16 -3.15
H 1.74 -3.59 -4.08
H 3.16 -3.66 -2.99
H 3.37 -3.08 -4.65
C -1.15 -3.89 -4.51
C -0.34 -2.29 -6.12
C -0.57 -4.60 -3.31
H -1.04 -4.52 -5.41
H -2.23 -3.71 -4.37
H 0.36 -5.12 -3.58
H -1.27 -5.37 -2.98
H -0.36 -3.92 -2.48
C 0.71 -3.14 -6.79
H -0.07 -1.23 -6.15
H -1.32 -2.40 -6.62
H 1.67 -3.01 -6.29
H 0.81 -2.84 -7.83
H 0.44 -4.20 -6.78
H -0.23 -1.20 -3.51
Cr -1.59 0.20 -0.80
C -0.81 -0.84 -2.53
Si -2.47 -0.10 -3.14
H -0.86 -1.80 -2.00
H -0.06 -0.18 -2.04
C -2.02 1.30 -4.29
C -3.75 0.41 -1.81
C -3.42 -1.38 -4.12
C -1.34 2.24 -1.06
Si -1.75 3.38 0.41
H -1.89 2.64 -1.93
H -0.27 2.42 -1.32
C -3.00 4.66 -0.18
C -0.20 4.23 1.02
C -2.52 2.43 1.84
H -4.42 -1.00 -4.36
H -3.55 -2.31 -3.54
H -2.90 -1.61 -5.06
H -1.47 2.10 -3.80
H -2.93 1.71 -4.75
H -1.38 0.89 -5.09
H -3.48 0.92 -0.86
H -4.44 -0.41 -1.57
H -4.34 1.17 -2.36
H 0.29 4.78 0.20
H 0.52 3.52 1.43
H -0.44 4.96 1.80
H -1.77 1.85 2.39
H -3.32 1.74 1.51
H -2.98 3.14 2.55
H -2.95 5.56 0.44
H -4.03 4.27 -0.13
H -2.80 4.95 -1.22
C -1.35 -2.67 0.25
N -2.07 -1.40 0.55
C -3.51 -1.73 0.63
C -1.59 -0.93 1.89
C -0.23 -0.30 1.72
C 0.66 -0.25 2.81
C 1.92 0.34 2.64
C 2.27 0.86 1.39
C 1.37 0.79 0.31
C 0.11 0.23 0.49
H -1.71 -3.10 -0.69
H -1.57 -3.38 1.06
H -0.26 -2.52 0.20
H -3.65 -2.52 1.39
H -4.10 -0.85 0.91
H -3.87 -2.11 -0.34
H -2.32 -0.23 2.32
H -1.55 -1.79 2.57
H 0.34 -0.69 3.76
H 2.62 0.38 3.47
H 3.25 1.33 1.24
H 1.65 1.21 -0.65
```

Output
ΔE to the lowest compared entry with this formula, charge and spin in eV: 0.000
Net charge: +1
Multiplicity: 4
F_max in hartree/bohr: 0.0635
DFT total energy in eV: -76571.7239
LUMO level (alpha / beta) in eV: -3.99 / -2.49
Orbital gap (alpha / beta) in eV: 7.62 / 9.23

The following is a quantum chemistry calculation of a cluster of 5 separate species, CH10O6 in total in a non-equilibrium geometry, from the OMol25 dataset.

Geometry as XYZ:
```
17
CH10O6 ωB97M-V with the def2-TZVPD basis set
O -0.96 0.01 -2.02
C -0.29 -0.80 -2.58
O 0.90 -1.22 -2.21
H -0.56 -1.17 -3.58
H 1.15 -0.87 -1.31
H -0.43 -0.43 3.20
H -0.16 1.11 3.11
O 0.25 0.22 3.08
H 1.42 2.76 0.88
H 0.68 2.00 -0.17
O 0.53 2.59 0.58
H -2.72 -1.09 1.46
H -1.81 -0.54 0.35
O -1.81 -0.88 1.24
H 0.78 -0.02 1.22
H 2.23 -0.28 0.77
O 1.32 -0.25 0.44
```

Output
ΔE to the lowest compared entry with this formula, charge and spin in eV: 0.457
F_max in hartree/bohr: 0.0275
DFT total energy in eV: -13484.8467
LUMO level in eV: 0.52
Orbital gap in eV: 11.18

The following is a quantum chemistry calculation of a cluster of 2 separate species, C5H14N in total, from the OMol25 dataset.

Geometry as XYZ:
```
20
C5H14N ωB97M-V with the def2-TZVPD basis set
C 1.45 0.35 -2.02
C 0.08 -0.01 -1.45
C -0.23 -1.48 -1.66
C 0.00 0.34 0.05
H 1.55 1.42 -2.25
H 2.29 0.09 -1.37
H 1.62 -0.21 -2.94
H -0.67 0.62 -1.94
H -1.27 -1.72 -1.45
H 0.42 -2.15 -1.10
H -0.11 -1.75 -2.71
H 0.40 1.34 0.23
H -1.05 0.28 0.35
H 0.60 -0.40 0.60
C -1.34 0.77 2.58
N -0.40 0.36 3.34
H -2.09 0.05 2.28
H -1.31 1.80 2.24
H 0.36 0.94 3.68
H -0.30 -0.63 3.54
```

Output
ΔE to the lowest compared entry with this formula, charge and spin in eV: 1.393
Net charge: +1
F_max in hartree/bohr: 0.0142
DFT total energy in eV: -6894.4692
LUMO level in eV: -5.59
Orbital gap in eV: 8.90